Record 1
C58H59AsNPPdSi as an isolated structure, computed with ωB97M-V/def2-TZVPD.

Last column: Mulliken charge in e.
CARTESIAN COORDINATES (ANGSTROEM)
Pd -0.10110 -0.01280 0.18390  -0.848
C -2.25770 -4.36460 -1.46140  -1.722
C -1.65490 -3.30580 -0.53940  0.693
C -0.87620 -3.95280 0.60190  -0.940
P -0.61920 -1.88170 -1.24650  1.653
C -1.47180 -1.69400 -2.92900  0.056
C -2.84360 -1.05420 -2.73190  -1.465
C -0.60220 -0.79170 -3.78840  -1.502
C 1.00190 -2.53360 -1.74580  -0.264
C 1.22920 -3.83050 -2.17720  -0.427
C 2.48520 -4.30000 -2.53790  0.727
C 2.70790 -5.71130 -3.01580  -1.706
C 3.56200 -3.41530 -2.43070  -1.256
C 3.38350 -2.12640 -2.00940  -0.394
C 2.10210 -1.60840 -1.64660  -0.409
N 1.94420 -0.36000 -1.25120  1.524
C 2.96390 0.56250 -1.23500  -0.807
C 3.32050 1.29200 -2.38910  0.885
C 2.59750 1.01920 -3.67170  -1.503
C 4.28110 2.28440 -2.31760  -0.449
C 4.92420 2.59830 -1.12860  0.771
C 5.95790 3.69200 -1.08480  -1.651
C 4.56490 1.89290 0.01170  -0.983
C 3.61890 0.88740 -0.02730  0.251
C 3.21040 0.13220 1.18920  -0.405
H -2.90080 -5.02690 -0.87640  0.505
H -1.49550 -4.97640 -1.93280  0.212
H -2.87070 -3.91730 -2.23940  0.303
H -2.49950 -2.76400 -0.08600  0.329
H 0.07270 -4.35340 0.25000  0.229
H -1.44980 -4.76380 1.05820  0.514
H -0.67250 -3.20300 1.36530  -0.164
H -1.56140 -2.67660 -3.40950  0.784
H -2.73930 -0.18070 -2.07920  0.097
H -3.54290 -1.74870 -2.26830  0.373
H -3.27290 -0.71470 -3.67770  0.481
H -0.40610 0.13040 -3.23570  -0.213
H -1.09520 -0.53830 -4.73200  0.673
H 0.34880 -1.27500 -3.99950  0.294
H 0.39230 -4.51280 -2.24470  0.002
H 1.75800 -6.23080 -3.14280  0.368
H 3.31340 -6.27990 -2.30110  0.297
H 3.23320 -5.72260 -3.97590  0.327
H 4.55900 -3.76510 -2.69230  0.282
H 4.23900 -1.46350 -1.92930  0.449
H 1.52670 1.12890 -3.49740  -0.078
H 2.76640 -0.00570 -4.00020  0.338
H 2.91050 1.70200 -4.46210  0.399
H 4.53240 2.83840 -3.21740  0.250
H 6.50230 3.75280 -2.02840  0.395
H 6.67020 3.52160 -0.27820  0.394
H 5.48830 4.66330 -0.91030  0.234
H 5.04220 2.12850 0.95690  0.366
H 3.54950 0.61000 2.10570  0.512
H 3.58810 -0.89060 1.16500  0.448
H 2.10990 0.06550 1.17480  -1.364
C 0.01420 4.44340 4.55640  -0.613
C -0.74290 3.46390 5.17950  -0.803
C -0.84630 2.20390 4.61170  0.036
C -0.20620 1.89020 3.41640  -0.341
C 0.53840 2.89370 2.80450  0.101
C 0.65700 4.15260 3.36340  -0.665
Si -0.30180 0.15480 2.51340  2.684
C -1.89780 -0.59850 3.34480  0.430
C -1.86620 -1.37430 4.49920  -0.566
C -3.00950 -1.96450 5.00850  -0.765
C -4.22510 -1.77710 4.37410  -0.594
C -4.28070 -1.00940 3.22150  -0.961
C -3.12600 -0.44510 2.71060  -0.250
C 1.01180 -0.80910 3.58520  0.909
C 1.46570 -0.44080 4.84590  -0.573
C 2.37710 -1.21770 5.54090  -0.719
C 2.85800 -2.39160 4.98400  -0.647
C 2.43490 -2.76480 3.71840  -0.731
C 1.52940 -1.97610 3.03500  -0.289
H 0.10330 5.43000 5.00210  0.322
H -1.24840 3.68690 6.11570  0.370
H -1.43880 1.44450 5.10750  0.377
H 1.03440 2.67470 1.86160  0.036
H 1.25050 4.91090 2.86670  0.452
H -0.92510 -1.52760 5.01060  0.364
H -2.95250 -2.57360 5.90610  0.384
H -5.12300 -2.23550 4.77340  0.336
H -5.22920 -0.85710 2.71880  0.392
H -3.17550 0.12360 1.78920  0.578
H 1.09650 0.47030 5.30020  0.319
H 2.71480 -0.91330 6.52910  0.354
H 3.55690 -3.01210 5.53420  0.302
H 2.81730 -3.67110 3.26340  0.412
H 1.22030 -2.26010 2.03680  0.039
C 1.32690 6.30770 -0.67400  -0.724
C 0.07510 6.20640 -0.08780  -0.834
C -0.57780 4.98750 -0.04040  -0.301
C 0.01450 3.85080 -0.57350  -0.146
C 1.28830 3.95200 -1.12210  0.169
C 1.93750 5.17100 -1.17510  -0.594
As -0.91720 2.13320 -0.74760  1.906
C -2.60310 2.63300 0.07640  -0.529
C -2.87930 2.69830 1.43130  -0.203
C -4.13710 3.07460 1.87300  -0.418
C -5.14000 3.36570 0.95870  -0.998
C -4.88560 3.29630 -0.39670  -0.600
C -3.61850 2.94290 -0.84920  0.336
C -3.19320 2.91990 -2.23320  1.020
C -4.00970 3.12980 -3.33910  -0.756
C -3.46090 3.17380 -4.60500  -0.906
C -2.09130 2.99660 -4.77740  -0.691
C -1.27770 2.75220 -3.68590  -0.842
C -1.80760 2.71310 -2.40640  0.110
H 1.82360 7.26750 -0.73440  0.350
H -0.39900 7.08540 0.32810  0.383
H -1.55770 4.91720 0.41530  0.350
H 1.77220 3.05770 -1.49630  0.358
H 2.92450 5.23180 -1.61370  0.487
H -2.10290 2.45240 2.14320  0.044
H -4.33550 3.13550 2.93490  0.503
H -6.12400 3.65340 1.30680  0.337
H -5.67170 3.52460 -1.10460  0.323
H -5.07600 3.26690 -3.20970  0.389
H -4.09830 3.34290 -5.46440  0.346
H -1.66720 3.04750 -5.77130  0.434
H -0.21050 2.61040 -3.82210  0.155

DFT total energy ... -5294.921097 Ha
Molecular weight ... 1010.52 g mol⁻¹
HOMO level ... -0.7 eV
Net charge ... -2
Frontier orbital gap ... 5.02 eV
LUMO ... 4.317 eV


Record 2
C58H60ClN4O10S2Tc as an isolated structure, computed with ωB97M-V/def2-TZVPD.

Last column: Löwdin spin population.
CARTESIAN COORDINATES (ANGSTROEM)
Tc -0.73684 -0.15726 -0.45326  0.829
O -0.47815 -0.61282 1.47849  0.067
C -1.35462 -1.38136 2.26362  0.005
C -2.15521 -2.38950 1.39966  0.003
C -1.31032 -3.04429 0.36270  0.002
C -1.16798 -4.42361 0.38884  0.000
C -0.35883 -5.05230 -0.53205  0.001
C 0.34281 -4.26999 -1.42297  0.000
C 0.18585 -2.89418 -1.41157  0.001
C 1.05237 -2.07817 -2.31847  0.000
C 1.96045 -1.09332 -1.53604  0.000
O 1.16402 -0.24213 -0.76485  0.000
C 2.80125 -0.26399 -2.51219  0.000
C 3.13978 1.04127 -2.15494  0.000
C 3.93294 1.81810 -2.98482  0.000
C 4.40764 1.29892 -4.18512  0.000
C 4.07388 0.00351 -4.54752  0.000
C 3.26905 -0.77059 -3.71720  0.000
C 2.88301 -1.90799 -0.60424  0.000
C 2.43881 -2.19403 0.68538  -0.001
C 3.19843 -2.98971 1.53352  0.000
C 4.42133 -3.49493 1.11156  0.000
C 4.87939 -3.19909 -0.16441  0.000
C 4.11470 -2.40976 -1.01840  0.000
N -0.67708 -2.28801 -0.56481  -0.002
C -2.35877 -0.48993 3.02058  0.001
C -3.69450 -0.82724 3.19109  0.000
C -4.54717 0.00548 3.91128  0.000
C -4.06879 1.18067 4.46614  0.000
C -2.72910 1.52200 4.29958  0.000
C -1.88319 0.68829 3.58890  0.000
C -0.53297 -2.13616 3.33266  -0.001
C 0.78189 -1.75878 3.57394  0.000
C 1.52186 -2.37227 4.58064  0.000
C 0.95806 -3.37584 5.35577  0.000
C -0.36378 -3.74647 5.13152  0.000
C -1.10475 -3.12359 4.13661  0.000
H -2.95626 -1.83888 0.92719  0.000
H -2.59923 -3.16362 2.01619  0.000
H -1.70219 -4.98864 1.14147  0.000
H -0.25380 -6.13143 -0.53515  0.000
H 1.03593 -4.71415 -2.12403  0.000
H 0.43216 -1.48845 -2.99243  0.000
H 1.66297 -2.75899 -2.90622  0.000
H 2.73875 1.44066 -1.23413  0.000
H 4.17348 2.83598 -2.69820  0.000
H 5.02978 1.90538 -4.83273  0.000
H 4.42495 -0.41229 -5.48609  0.000
H 3.02066 -1.77937 -4.02541  0.000
H 1.50095 -1.76543 1.02782  0.000
H 2.83100 -3.20867 2.52925  0.000
H 5.01985 -4.10693 1.77701  0.000
H 5.83978 -3.57578 -0.49854  0.000
H 4.48705 -2.18505 -2.01088  0.000
H -4.10198 -1.73016 2.74465  0.000
H -5.59132 -0.26316 4.02250  0.000
H -4.73459 1.83167 5.02125  0.000
H -2.34335 2.44487 4.72022  0.000
H -0.83868 0.94081 3.45319  0.000
H 1.21061 -0.95948 2.97709  0.000
H 2.54504 -2.05673 4.76284  0.000
H 1.53482 -3.85661 6.13799  0.000
H -0.82538 -4.51300 5.74566  0.000
H -2.14739 -3.39642 4.01465  0.000
O -4.97012 -1.37356 -0.74977  0.000
C -5.62424 -0.31694 -0.20438  0.000
C -7.01678 -0.34983 -0.23203  0.000
C -7.75236 0.67830 0.33036  0.000
C -7.10948 1.75402 0.93721  0.000
C -5.72831 1.78677 0.95740  0.000
C -4.96451 0.77107 0.38738  0.000
C -3.47043 0.92657 0.47140  0.000
O -2.98618 1.83017 1.09742  0.002
O -2.76502 -0.03473 -0.15085  -0.001
H -4.02455 -1.14206 -0.69102  0.000
H -7.49828 -1.19498 -0.71118  0.000
H -8.83509 0.64365 0.28635  0.000
H -7.68500 2.55728 1.38266  0.000
H -5.18969 2.60553 1.42062  0.000
C 0.78015 -0.72181 -6.97184  0.000
C -0.73957 -0.82816 -7.03571  0.000
C -1.13977 -1.53730 -8.34112  0.000
C -1.19612 -1.73417 -5.88875  0.000
C -1.45551 0.56457 -6.94970  0.000
O -2.86683 0.31356 -6.89160  0.000
C -1.32333 1.43578 -8.24174  0.000
C -0.25176 2.53444 -8.41967  0.000
C 1.10889 2.12663 -8.92871  0.000
C 1.23314 1.46490 -10.14890  0.000
C 2.47322 1.10247 -10.65166  0.000
C 3.61402 1.42953 -9.93451  0.000
Cl 5.17980 0.98604 -10.55875  0.000
C 3.52255 2.10920 -8.73353  0.000
C 2.27044 2.45081 -8.23757  0.000
C -1.05465 1.49971 -5.77254  0.000
N -1.39811 1.21568 -4.39475  0.004
C -0.47358 1.01007 -3.31035  0.006
N -1.24860 0.16158 -2.41136  0.027
C -2.51674 0.08455 -2.97662  -0.003
N -2.64752 0.64497 -4.11213  0.016
H 1.20913 -1.73042 -6.93917  0.000
H 1.10843 -0.19314 -6.07445  0.000
H 1.20036 -0.21519 -7.83996  0.000
H -0.94260 -2.60995 -8.24931  0.000
H -0.57020 -1.17359 -9.20295  0.000
H -2.20717 -1.40412 -8.53383  0.000
H -0.71755 -2.71504 -5.99288  0.000
H -2.27738 -1.87647 -5.90301  0.000
H -0.92073 -1.33119 -4.91642  0.000
H -3.12691 0.25115 -5.95062  0.000
H -2.28404 1.94492 -8.27878  0.000
H -1.30143 0.77798 -9.11299  0.000
H -0.13747 3.11909 -7.50829  0.000
H -0.66178 3.22019 -9.16644  0.000
H 0.33936 1.21991 -10.71710  0.000
H 2.55870 0.57469 -11.59456  0.000
H 4.42379 2.36932 -8.19098  0.000
H 2.20272 2.97164 -7.28566  0.000
H -1.55360 2.44110 -6.02476  0.000
H 0.01881 1.68869 -5.78762  0.000
H 0.48201 0.59786 -3.64259  0.001
H -3.35408 -0.40080 -2.49913  0.000
C 1.13079 3.01669 2.20338  0.000
S 2.16430 1.67315 2.85959  0.000
C 3.72825 2.01963 2.02077  0.000
H 1.00933 3.79642 2.95172  0.000
H 0.16462 2.61461 1.91597  0.000
H 1.59796 3.42984 1.30865  0.000
H 3.55869 2.09165 0.94519  0.000
H 4.39364 1.17848 2.21848  0.000
H 4.18170 2.94010 2.39103  0.000
O -2.32386 2.75902 -1.79081  0.001
S -0.94208 2.83162 -1.42769  0.003
O -0.06791 2.26841 -2.67860  0.005
O -0.56414 1.87735 -0.31905  0.029
O -0.37808 4.12168 -1.17960  0.000

DFT total energy ... -4555.157832 Ha
Molecular weight ... 1170.72 g mol⁻¹
Spin multiplicity ... 2
HOMO level (spin up / spin down) ... -5.2 / -5.3 eV
Net charge ... -1
Frontier orbital gap (spin up / spin down) ... 6.29 / 6.75 eV
LUMO (spin up / spin down) ... 1.058 / 1.423 eV


Record 3
C58H65BrFN4O6PPtSSi as an isolated structure, computed with ωB97M-V/def2-TZVPD.

Last column: Mulliken charge in e.
CARTESIAN COORDINATES (ANGSTROEM)
Pt -0.33645 0.31085 -0.09840  1.016
F -1.19284 0.31609 -6.60436  -0.357
C -1.21424 -0.79646 -5.84470  0.302
C -0.70620 -0.73421 -4.57940  -0.592
C -0.67984 -1.88628 -3.78974  0.591
C -0.14816 -1.80510 -2.42828  0.752
O 0.35980 -0.73687 -2.02908  -1.063
C -0.22338 -3.00715 -1.66502  -0.779
C -0.67257 -4.15352 -2.25536  -0.466
N -1.14393 -4.23370 -3.51017  0.582
C -1.48202 -5.51768 -4.08743  -0.417
C -2.92192 -5.89259 -4.29070  -0.434
C -2.09898 -6.57765 -3.23734  -0.907
C -1.17363 -3.08867 -4.30545  -0.524
C -1.70520 -3.12313 -5.59861  -0.532
C -1.72563 -1.98632 -6.38907  -1.403
N -2.25849 -2.07567 -7.70072  0.310
C -2.70526 -0.88034 -8.41122  -0.706
C -3.47533 -1.33445 -9.66446  -0.740
N -3.95761 -2.73699 -9.43353  -0.152
C -2.79745 -3.69946 -9.41367  -0.762
C -1.66251 -3.03250 -8.62418  -0.668
C 0.24595 -3.10974 -0.25804  -0.250
O 0.47251 -4.17160 0.26530  -0.684
O 0.32469 -1.95173 0.37971  1.282
H -0.28738 0.19148 -4.19908  0.724
H -0.64571 -5.07392 -1.68860  0.955
H -0.77399 -5.83609 -4.84337  0.542
H -3.18314 -6.43833 -5.18690  0.303
H -3.66831 -5.19235 -3.93992  0.233
H -1.76997 -7.59287 -3.40128  0.266
H -2.33708 -6.34464 -2.20938  0.194
H -2.12054 -4.04337 -5.98448  0.913
H -1.88634 -0.23435 -8.73586  0.427
H -3.35230 -0.30009 -7.75593  0.513
H -2.84504 -1.37039 -10.55077  0.363
H -4.33286 -0.69986 -9.87330  0.383
H -4.65419 -3.01565 -10.12362  0.332
H -4.39117 -2.76529 -8.50824  0.376
H -2.52266 -3.90907 -10.44549  0.371
H -3.15637 -4.61335 -8.94432  0.432
H -0.96825 -2.52977 -9.30817  0.310
H -1.09460 -3.78606 -8.08672  0.516
C 2.30732 -3.73001 4.48045  -0.944
C 3.34250 -3.13182 3.78258  -0.877
C 3.06759 -2.18675 2.80109  -0.602
C 1.74597 -1.85792 2.51869  0.111
C 0.70452 -2.46506 3.21505  0.000
C 0.98764 -3.39528 4.19727  -0.454
P 1.38324 -0.56019 1.33292  2.414
C 2.61426 -0.35356 0.06236  0.722
C 2.82945 0.94056 -0.41818  -0.374
C 3.65788 1.13595 -1.51443  -0.560
C 4.29265 0.05166 -2.09532  -0.729
C 4.08699 -1.23836 -1.60621  -0.967
C 3.23054 -1.45075 -0.54412  -0.804
C 1.46457 0.91766 2.38488  0.566
C 2.42948 1.08857 3.34940  -0.491
C 2.45220 2.26686 4.11854  -1.140
C 1.46877 3.20663 3.97190  -0.881
C 0.41907 3.02555 3.04299  1.019
C -0.66051 3.93171 2.92633  -1.054
C -1.70047 3.66340 2.08244  -1.387
C -1.69488 2.50554 1.27485  0.668
C -0.60831 1.66946 1.29809  1.373
C 0.44040 1.87102 2.22435  -0.908
H 2.52720 -4.46591 5.24222  0.423
H 4.36889 -3.39632 3.99855  0.462
H 3.88227 -1.72143 2.25955  0.453
H -0.32067 -2.23189 2.96422  -0.072
H 0.17903 -3.87086 4.73676  0.472
H 2.35923 1.79543 0.05077  0.321
H 3.80442 2.13418 -1.90274  0.475
H 4.95931 0.20562 -2.93356  0.426
H 4.59049 -2.07842 -2.06588  0.475
H 3.03152 -2.45638 -0.19339  0.434
H 3.18796 0.33485 3.51370  0.546
H 3.23844 2.40989 4.84689  0.442
H 1.46908 4.09672 4.58905  0.484
H -0.66374 4.82504 3.53805  0.427
H -2.53830 4.34487 2.01517  0.562
H -2.54471 2.29697 0.64194  0.584
C -3.92679 -3.73022 0.17369  -2.152
C -4.34363 -3.43456 1.62503  3.183
C -3.32405 -4.14499 2.52829  -2.090
C -5.73291 -4.06142 1.86662  -1.731
Si -4.46801 -1.57254 2.04010  -2.955
Br -2.37880 -0.88580 1.10285  -0.170
C -5.79115 -0.58904 1.09489  3.070
C -5.42498 0.89406 0.92748  -1.615
C -7.12365 -0.69721 1.86681  -1.798
C -6.01311 -1.14540 -0.31959  -2.123
C -4.26248 -1.11722 3.88639  2.998
C -4.51953 0.37589 4.14073  -1.982
C -5.29418 -1.93992 4.68771  -1.777
C -2.86937 -1.40198 4.46268  -1.589
H -3.91844 -4.81834 0.04622  0.650
H -2.92466 -3.36000 -0.04353  0.047
H -4.60855 -3.31452 -0.56489  0.295
H -3.27757 -5.19862 2.23663  0.616
H -3.60204 -4.11767 3.58091  0.399
H -2.31943 -3.72925 2.42016  0.280
H -5.66464 -5.13954 1.69280  0.547
H -6.49175 -3.67030 1.18974  0.345
H -6.08865 -3.92217 2.88768  0.328
H -5.23012 1.40628 1.86530  0.306
H -6.26885 1.39833 0.44594  0.623
H -4.56068 1.00531 0.27631  0.113
H -7.09211 -0.20689 2.83815  0.325
H -7.44407 -1.72950 2.01992  0.320
H -7.90121 -0.20113 1.27913  0.575
H -5.11118 -1.07201 -0.92851  0.289
H -6.78629 -0.54058 -0.80339  0.619
H -6.36844 -2.17511 -0.31588  0.441
H -5.52451 0.69306 3.87257  0.342
H -3.80095 1.00543 3.61045  0.218
H -4.39703 0.56607 5.21074  0.645
H -6.32052 -1.77771 4.35712  0.296
H -5.24081 -1.63669 5.73716  0.539
H -5.09048 -3.00982 4.65122  0.346
H -2.10786 -0.80999 3.95689  0.030
H -2.58405 -2.45166 4.41920  0.226
H -2.86915 -1.10300 5.51473  0.663
O -3.51527 1.10542 -1.44598  -0.672
C -2.58926 1.81197 -1.78900  -0.556
N -1.25961 1.48207 -1.63807  0.147
S -0.25752 2.62796 -2.29003  1.346
O 0.30147 2.17499 -3.53609  -0.784
O 0.66413 3.07631 -1.27871  -0.629
C -1.53232 3.78420 -2.63485  0.483
C -1.43026 5.05228 -3.17191  -0.908
C -2.62029 5.72168 -3.42883  -0.613
C -3.85411 5.12424 -3.17323  -0.679
C -3.93032 3.84116 -2.64770  -0.526
C -2.74544 3.17942 -2.37870  0.515
H -0.47125 5.50932 -3.37319  0.533
H -2.58712 6.72436 -3.83337  0.443
H -4.76184 5.67221 -3.38718  0.443
H -4.87749 3.36161 -2.43868  0.592

Energy above the lowest of the compared OMol25 structures with the same formula, charge and spin ... 3.158 eV
DFT total energy ... -6741.354453 Ha
Molecular weight ... 1299.29 g mol⁻¹
HOMO level (spin up / spin down) ... -11.9 / -11.8 eV
Net charge ... +2
Frontier orbital gap (spin up / spin down) ... 5.25 / 4.94 eV
LUMO (spin up / spin down) ... -6.640 / -6.893 eV


Values of maximum force, in order: 0.988; 1.222; 1.003, all in eV/A.